No. 1
Molecular formula: C34H64F2O19
Method: DFT, ωB97M-V with the def2-TZVPD basis set

Structure (ORCA input):
```
! RIJCOSX wB97M-V def2-TZVPD def2/J DEFGRID3
* xyz 0 1
C 0.239 9.178 -2.266
C 0.977 8.752 -1.062
O 0.644 7.403 -1.128
C 0.547 7.035 -2.385
O 0.546 5.879 -2.764
O 0.451 8.054 -3.123
F 0.515 9.166 0.078
H 0.555 10.165 -2.602
H -0.826 9.290 -2.064
H 2.064 8.832 -1.068
C -2.430 -0.867 -1.829
C -1.002 -0.377 -2.055
O -0.850 0.473 -0.948
C -2.059 0.893 -0.488
O -2.150 1.751 0.343
O -3.038 0.152 -1.119
F -0.882 0.280 -3.205
H -2.414 -1.829 -1.317
H -3.012 -0.920 -2.749
H -0.280 -1.188 -2.154
C 5.574 2.957 -1.265
C 4.757 1.618 -1.338
O 5.721 0.587 -1.657
C 5.112 -0.686 -1.719
C 6.232 -1.639 -2.238
H 5.799 3.299 -2.275
H 5.037 3.756 -0.752
H 6.501 2.927 -0.692
H 4.336 1.432 -0.350
H 3.972 1.625 -2.094
H 4.749 -0.963 -0.729
H 4.320 -0.694 -2.467
H 5.860 -2.657 -2.116
H 7.083 -1.468 -1.579
H 6.508 -1.564 -3.289
O -0.112 -3.312 3.274
C 0.817 -2.943 3.995
O 1.651 -3.749 4.540
C 1.703 -5.152 4.265
C 3.157 -5.412 3.904
C 0.925 -1.532 4.558
H 0.967 -5.398 3.499
H 1.428 -5.653 5.193
H 3.893 -5.050 4.622
H 3.397 -4.978 2.934
H 3.316 -6.474 3.719
H 0.028 -0.989 4.260
H 1.763 -1.024 4.079
H 1.075 -1.522 5.637
O 1.850 -5.818 -2.833
C 1.623 -7.011 -3.034
O 0.828 -7.492 -3.996
C 0.040 -6.570 -4.782
C 0.617 -6.393 -6.172
C 2.317 -8.107 -2.221
H -0.046 -5.586 -4.322
H -0.919 -6.975 -5.106
H 1.532 -5.801 -6.196
H -0.050 -5.733 -6.726
H 0.748 -7.324 -6.723
H 1.988 -9.099 -2.531
H 2.143 -7.935 -1.159
H 3.361 -8.048 -2.528
O 2.724 6.480 7.130
C 2.332 5.410 6.709
O 2.532 4.241 7.206
C 3.193 3.983 8.441
C 3.083 2.489 8.650
C 1.340 5.339 5.560
H 2.644 4.481 9.241
H 4.231 4.308 8.375
H 3.320 2.209 9.676
H 3.750 1.874 8.046
H 2.060 2.144 8.500
H 0.918 4.355 5.355
H 1.868 5.586 4.639
H 0.459 5.964 5.709
O -1.903 -12.145 1.468
C -3.096 -12.043 1.273
O -3.724 -10.896 1.063
C -2.861 -9.764 0.788
C -3.766 -8.558 1.009
C -3.925 -13.237 1.527
H -2.417 -9.879 -0.201
H -2.018 -9.711 1.477
H -4.035 -8.504 2.064
H -4.644 -8.618 0.366
H -3.271 -7.607 0.814
H -4.949 -13.014 1.829
H -3.514 -13.768 2.385
H -3.977 -14.011 0.761
O -3.598 1.877 -11.660
C -3.054 1.811 -10.574
O -2.346 2.766 -9.918
C -2.313 4.128 -10.413
C -1.663 4.263 -11.784
C -3.141 0.514 -9.842
H -1.719 4.633 -9.652
H -3.332 4.506 -10.325
H -2.079 3.566 -12.512
H -0.596 4.065 -11.684
H -1.692 5.261 -12.221
H -2.329 -0.110 -10.216
H -4.033 -0.041 -10.132
H -3.064 0.622 -8.760
O -6.329 8.371 5.319
C -5.178 8.048 5.197
O -4.217 8.166 6.162
C -4.475 8.741 7.423
C -3.212 8.674 8.331
C -4.672 7.454 3.928
H -5.252 8.185 7.947
H -4.767 9.783 7.287
H -2.975 7.686 8.726
H -3.432 9.226 9.245
H -2.411 9.195 7.808
H -4.935 8.129 3.113
H -5.147 6.488 3.759
H -3.592 7.312 3.901
*
```

Output
**HOMO-LUMO gap**: 9.792 eV
**Lowest unoccupied orbital energy**: 0.138 eV

=====

No. 2
Molecular formula: C6H11N
Method: DFT, ωB97M-V with the def2-TZVPD basis set

Structure (ORCA input):
```
! RIJCOSX wB97M-V def2-TZVPD def2/J DEFGRID3
* xyz 0 1
C -0.071 1.688 1.056
C 0.153 0.802 -0.222
C -0.871 0.672 -1.078
N -2.140 1.259 -1.130
C 1.245 -0.251 -0.268
C 0.760 -1.670 -0.120
C 0.897 -2.492 0.910
H -1.071 2.092 1.055
H 0.328 1.036 1.831
H 0.653 2.493 0.918
H -0.645 0.111 -1.987
H -2.807 0.791 -1.721
H -2.462 1.368 -0.169
H 1.890 0.060 0.570
H 1.878 -0.185 -1.159
H 0.254 -1.979 -1.033
H 0.522 -3.496 0.754
H 1.486 -2.299 1.794
*
```

Output
**HOMO-LUMO gap**: 8.837 eV
**Lowest unoccupied orbital energy**: 1.039 eV
**Energy relative to the best compared isomer or geometry (same formula, charge and spin)**: 179.3 kJ/mol